# 1
8
Properties=species:S:1:pos:R:3:forces:R:3 method="wB97M-V/def2-TZVPD" total_charge=+2 mol_weight_g_mol=162.92 largest_force_ev_per_a=3.78 multiplicity=3 s2=2.01 homo_energy_ev="-19.75 / -22.31" homo_lumo_gap_ev="7.80 / 7.04"
H 1.39365 1.29492 -0.32294 0.0 0.0 0.0
O 1.03979 -0.73851 1.43006 -0.7 0.2 -1.2
C 0.36295 1.15929 -0.65195 1.8 3.1 -1.1
C -0.31126 0.01792 -0.42585 -1.8 -1.9 0.5
C 0.16020 -0.85804 0.64717 0.3 -1.3 2.0
H -0.10975 1.97376 -1.20357 0.0 0.1 0.1
H -1.28624 -0.19318 -0.86015 0.2 -0.1 -0.3
Ag -1.24933 -2.65615 1.38723 0.1 -0.2 0.1

# 2
129
Properties=species:S:1:pos:R:3:forces:R:3 method="wB97M-V/def2-TZVPD" total_charge=+1 mol_weight_g_mol=735.97 largest_force_ev_per_a=5.77 de_lowest_kj_mol=0.0 multiplicity=2 s2=0.79 homo_energy_ev="-10.45 / -10.45" homo_lumo_gap_ev="6.74 / 7.16"
O 8.10284 1.91462 27.58014 2.3 0.0 -2.6
V 9.39931 2.29980 26.67721 -0.6 0.8 5.7
C 12.54951 3.85639 29.13004 -1.2 -0.5 -0.5
C 11.03600 4.13488 29.25041 0.7 -0.1 0.2
O 10.27878 3.39496 28.34704 -0.9 -0.8 -2.3
H 12.62491 2.77194 29.23161 0.6 0.1 0.2
H 13.15416 4.41468 29.84266 0.0 -0.1 0.1
H 12.82583 4.11202 28.10470 0.2 0.1 0.0
H 10.97895 5.23086 29.20328 -0.7 0.1 -0.5
H 10.68429 3.88985 30.25764 0.1 -0.1 0.2
C 11.98295 3.72537 23.21648 0.1 0.2 0.4
C 11.25116 2.57827 23.94583 0.1 0.6 -1.7
C 11.87159 1.23303 23.59901 0.5 0.0 1.2
O 10.99678 0.23091 24.04896 -0.1 -0.6 0.5
C 11.64410 -1.03512 24.18366 -1.1 -0.2 -0.6
N 11.12277 2.91915 25.39715 0.5 0.1 -1.2
H 11.36461 4.62220 23.22003 -0.2 -0.1 -0.3
H 12.26282 3.47201 22.19503 -0.1 0.0 0.0
H 12.86922 4.06987 23.75463 0.2 -0.5 0.0
H 10.26003 2.53762 23.48217 -0.3 0.0 0.3
H 12.82048 1.13262 24.13788 0.2 0.1 0.0
H 12.09634 1.08392 22.53939 -0.2 0.4 -0.1
H 12.41660 -1.03771 24.95119 0.3 0.1 -0.1
H 11.97885 -1.39140 23.20685 0.5 0.2 0.1
H 10.86957 -1.75681 24.44838 0.0 0.1 0.3
H 11.10229 3.94254 25.36444 -0.7 0.2 0.3
H 12.09602 2.86194 25.73965 0.0 -0.8 0.5
C 15.95898 6.07765 31.42510 -1.0 0.1 -1.8
C 17.18835 6.24923 30.47386 -0.4 1.1 3.1
C 17.74096 7.69992 30.58903 0.0 -0.9 1.2
O 16.72239 8.65978 30.39081 0.5 0.2 -1.0
C 16.70488 9.16606 29.04568 0.3 0.3 1.1
N 18.16260 5.28686 31.02336 0.7 0.0 -2.2
H 15.58303 5.10434 31.09570 -0.2 -0.3 0.6
H 15.12715 6.75116 31.19792 0.2 0.3 0.1
H 16.12980 6.08476 32.49846 0.5 0.0 -0.1
H 16.81225 6.11587 29.46005 0.6 -0.7 -0.2
H 18.67745 7.87046 30.05193 -0.3 0.0 -0.7
H 18.07231 7.80531 31.62709 -0.2 0.1 0.2
H 17.64804 9.66805 28.81566 0.2 -0.3 -0.1
H 15.97217 9.97113 29.04073 -0.4 -0.3 -0.2
H 16.51323 8.36785 28.32871 -0.2 0.1 -0.2
H 17.81052 4.34421 30.95312 0.0 0.0 0.1
H 18.46617 5.46684 31.96705 -0.3 0.3 0.1
C 7.19927 5.34008 24.30502 -1.0 0.7 -0.8
C 8.53204 4.95096 24.92779 0.8 0.3 -0.8
C 9.41114 6.20997 25.22154 -0.1 -0.8 0.4
O 10.77257 5.84756 25.50382 -0.7 -0.9 0.0
C 11.50513 6.80587 26.23079 0.0 1.3 -0.1
N 8.30649 4.09111 26.10905 0.6 1.1 0.6
H 6.68991 6.21582 24.72081 0.7 0.2 0.5
H 6.36885 4.63130 24.35585 0.6 -0.7 0.1
H 7.24754 5.59651 23.24512 0.5 -0.1 0.0
H 9.16151 4.36222 24.25752 -0.4 0.0 -0.5
H 8.96887 6.71013 26.08709 0.0 0.3 0.0
H 9.41392 6.85925 24.34638 -0.2 0.2 0.0
H 11.37521 7.78080 25.75048 0.0 0.1 0.0
H 12.57721 6.61391 26.21756 -0.1 -0.5 -0.2
H 11.20598 6.92528 27.27482 -0.3 -0.3 0.0
H 7.30569 4.03361 26.26170 -0.1 -0.5 0.0
H 8.61561 4.68147 26.88454 0.1 -0.5 0.5
C 15.67169 2.24613 27.91974 1.2 -0.2 0.7
C 15.13236 3.03004 26.72815 -0.4 -1.2 0.0
C 16.05841 3.34304 25.56280 1.8 0.5 0.3
O 16.66193 2.21297 24.91585 -1.5 -0.1 0.2
C 17.18631 2.54857 23.63666 0.8 -0.6 0.5
N 14.00227 2.27655 26.17187 -0.4 -0.7 -0.1
H 14.97322 2.29290 28.75754 -0.1 0.3 -0.1
H 16.63001 2.63794 28.27283 -0.1 0.2 0.1
H 15.85928 1.17370 27.82302 -0.1 0.0 -0.8
H 14.78899 3.95529 27.19574 0.0 0.3 -0.6
H 16.87656 3.93501 25.99115 0.1 0.2 0.0
H 15.62864 3.97620 24.78383 -0.6 0.0 0.2
H 17.37357 1.62997 23.08085 -0.1 -0.1 0.2
H 18.16321 2.99884 23.82635 0.0 0.4 -0.5
H 16.53661 3.16268 23.01094 -0.1 0.3 0.3
H 13.61618 1.67603 26.89885 -0.2 0.4 0.4
H 14.47093 1.53147 25.65483 0.0 0.2 -0.6
C 7.58920 3.57534 31.60748 1.1 -0.4 -1.2
C 8.29268 4.40463 32.68940 -1.2 0.1 -1.0
C 8.74308 5.74023 32.10876 0.0 0.3 0.0
O 9.33931 6.50486 33.11639 0.1 0.0 1.2
C 9.42605 7.87857 32.88990 0.1 0.6 -1.2
N 7.31670 4.58084 33.77369 0.5 -0.3 0.6
H 7.67960 2.50752 31.81551 -0.5 0.0 0.4
H 8.06599 3.61836 30.61993 0.2 0.3 0.0
H 6.55885 3.87874 31.42794 -0.1 -0.1 0.3
H 9.17071 3.85440 33.02746 -0.1 0.1 0.4
H 7.88373 6.24984 31.65183 -0.3 0.2 0.3
H 9.44205 5.62787 31.27257 0.1 -0.4 0.0
H 10.26607 8.09693 32.21904 -0.1 0.0 -0.3
H 9.61413 8.53142 33.74235 -0.1 -0.8 0.6
H 8.49460 8.24220 32.44368 0.0 0.1 -0.2
H 7.02919 3.64009 34.02641 0.1 0.0 0.4
H 6.44381 4.96526 33.42906 0.2 0.4 -0.3
C 10.22680 0.14306 29.49967 0.8 0.8 -0.6
C 11.26706 0.26962 28.38369 0.0 0.2 0.6
C 12.31136 -0.83944 28.39657 0.4 -0.2 -2.0
O 13.25890 -0.44223 27.36479 -0.2 0.0 0.9
C 14.26509 -1.39300 27.06757 0.6 0.3 -0.2
N 10.63269 0.45818 27.04686 0.4 -0.6 0.0
H 9.62565 -0.75731 29.37822 0.0 -0.1 0.1
H 9.59937 1.03213 29.44160 -0.2 -0.1 0.2
H 10.76616 0.15936 30.44625 -0.2 -0.2 0.1
H 11.88247 1.17121 28.43065 -0.3 0.1 0.8
H 12.00023 -1.80670 27.98821 -0.8 -0.2 0.7
H 12.76968 -0.97558 29.37573 0.0 0.2 0.0
H 14.57364 -1.16206 26.04753 0.1 -0.3 -0.1
H 13.96744 -2.44011 27.15705 -0.4 0.1 -0.1
H 15.15360 -1.28827 27.69562 -0.1 0.2 0.2
H 10.14879 -0.41495 26.83854 -0.4 0.1 -0.1
H 11.46532 0.39090 26.46036 -0.3 0.4 -0.6
C 17.46220 -2.20254 30.63326 -0.1 -0.1 0.4
C 16.03969 -2.51537 31.06119 0.5 0.5 0.5
C 15.07266 -1.35000 31.07503 -0.3 -1.0 0.2
O 15.46369 -0.31249 31.91621 0.9 0.1 -0.6
C 14.55937 0.74905 31.84559 -0.1 0.3 -0.1
N 15.50414 -3.59300 30.22746 -0.7 -0.3 0.3
H 17.56613 -2.09995 29.55408 0.0 -0.2 0.0
H 17.98396 -3.07345 31.03251 0.7 0.1 -0.6
H 17.87083 -1.31581 31.11817 -0.1 0.0 0.1
H 16.13517 -2.89217 32.08455 -0.2 0.3 0.2
H 14.14407 -1.77945 31.48121 -0.4 0.2 -0.2
H 14.89952 -1.03155 30.03912 0.0 0.3 0.0
H 13.58933 0.36288 32.17603 -0.2 0.6 0.3
H 14.42922 1.16994 30.83937 0.1 -0.4 -0.3
H 14.97875 1.58655 32.40195 -0.4 -0.2 0.5
H 15.54139 -4.41925 30.81615 0.3 -0.3 -0.4
H 14.49558 -3.46897 30.16730 -0.1 0.1 -0.3